No. 1
{
  "formula": "C13H34ClO16",
  "method": "ωB97M-V with the def2-TZVPD basis set",
  "species": ["Cl", "O", "O", "O", "O", "O", "O", "O", "O", "O", "O", "O", "O", "O", "O", "O", "O", "C", "C", "C", "C", "C", "C", "C", "C", "C", "C", "C", "C", "C", "H", "H", "H", "H", "H", "H", "H", "H", "H", "H", "H", "H", "H", "H", "H", "H", "H", "H", "H", "H", "H", "H", "H", "H", "H", "H", "H", "H", "H", "H", "H", "H", "H", "H"],
  "xyz": [[32.1661, 17.8540, 25.9968], [31.9182, 17.6881, 27.4060], [31.0969, 18.7158, 25.4905], [27.5444, 20.9403, 26.6292], [28.8649, 12.4465, 22.8345], [35.9836, 14.0853, 24.6396], [32.6363, 14.7134, 22.8840], [33.3982, 18.6059, 25.7945], [34.3999, 18.3252, 23.0058], [29.2537, 14.0296, 24.3796], [31.4429, 21.6934, 26.7504], [28.1650, 19.8493, 24.7770], [35.1682, 18.0068, 28.4447], [28.6288, 21.9913, 24.9808], [31.9809, 13.0901, 28.1524], [29.0727, 11.9426, 25.0113], [32.2691, 16.6179, 25.2773], [29.0501, 12.7821, 23.9695], [28.8563, 20.1607, 23.5818], [32.8470, 14.2240, 28.0021], [35.7118, 15.3828, 25.1912], [29.6027, 14.0748, 25.7808], [29.1068, 21.6820, 23.6819], [28.0582, 20.9361, 25.5615], [31.6781, 14.7267, 21.8454], [29.1518, 12.6644, 26.2401], [30.6863, 21.1861, 27.8386], [30.5392, 22.1707, 23.4628], [33.4420, 18.3512, 21.9551], [28.8619, 15.2279, 26.4208], [31.4485, 15.7623, 21.5762], [35.2756, 15.2579, 26.1803], [27.8150, 15.1791, 26.1107], [28.4978, 22.2248, 22.9547], [32.0984, 14.1961, 20.9928], [33.8769, 14.0045, 28.2884], [29.7187, 19.5177, 23.4158], [32.4655, 15.0256, 28.6423], [33.9146, 18.3854, 23.8411], [28.8744, 15.2324, 27.5082], [32.7664, 14.6024, 26.9848], [30.7383, 14.2189, 22.0840], [32.3012, 15.1541, 23.6726], [33.0593, 19.3802, 21.8947], [28.1983, 12.5451, 26.7591], [28.2008, 19.9869, 22.7235], [31.6642, 13.1113, 29.0569], [31.6684, 20.9121, 26.2258], [30.3191, 20.1865, 27.6111], [30.4836, 23.2118, 23.1576], [30.6809, 14.2355, 25.7917], [30.9909, 21.5400, 22.6948], [35.7829, 14.1579, 23.7030], [34.4461, 18.0776, 27.8016], [29.2831, 16.1402, 25.9967], [34.9914, 15.8987, 24.5506], [32.6009, 17.6878, 22.1732], [31.2258, 21.1355, 28.7899], [35.2068, 18.8767, 28.8531], [33.8913, 18.0800, 21.0037], [29.8332, 21.8291, 28.0578], [29.9221, 12.2278, 26.8778], [31.1454, 22.0379, 24.3569], [36.6020, 16.0179, 25.2097]],
  "forces_ev_per_angstrom": [[-0.5, 2.7, 0.2], [0.4, -0.8, -0.2], [0.1, -0.9, -0.4], [-0.4, 0.1, 0.5], [0.1, 0.1, 0.3], [0.1, 0.3, 0.1], [0.2, -0.4, 0.1], [0.3, -0.5, 0.2], [0.0, -0.3, -0.4], [0.0, 0.7, -0.3], [0.1, -0.3, 0.1], [-0.1, -0.4, 0.0], [-0.1, 0.0, 0.0], [0.0, 0.8, 0.1], [0.1, -0.1, -0.2], [0.0, -0.7, 0.2], [-0.5, -0.5, 0.1], [-0.1, -0.2, -0.4], [-0.4, 0.4, -1.0], [-0.6, 0.5, 0.4], [-0.3, 0.0, -0.7], [-0.9, -0.4, 0.3], [0.7, -0.2, -0.5], [0.3, -0.4, -0.2], [-0.3, 0.2, 0.1], [1.1, 0.1, 0.1], [-0.5, -0.1, 0.4], [-0.4, -0.7, 0.3], [-0.2, 0.6, 0.9], [-0.2, 0.1, -0.7], [-0.1, -0.1, -0.3], [0.2, 0.1, 0.1], [0.0, 0.0, 0.0], [-0.3, -0.2, 0.1], [0.2, 0.2, 0.0], [0.0, -0.1, -0.2], [0.3, 0.2, 0.6], [0.3, 0.1, -0.1], [0.2, 0.0, 0.1], [0.4, 0.0, 0.0], [0.2, -0.2, -0.1], [0.1, 0.0, 0.2], [-0.1, 0.2, -0.1], [-0.2, -0.1, -0.4], [-0.1, 0.6, -0.2], [-0.2, -0.2, 0.2], [0.0, -0.1, 0.0], [0.2, 0.1, 0.0], [-0.1, 0.0, 0.1], [0.4, 0.0, 0.0], [0.0, -0.3, 0.4], [0.0, 0.3, -0.2], [0.0, -0.2, 0.0], [0.1, 0.0, 0.0], [-0.1, 0.2, 0.4], [-0.1, 0.1, 0.2], [0.0, -0.1, -0.1], [0.5, 0.0, -0.2], [0.0, 0.0, -0.1], [0.2, -0.1, 0.1], [-0.1, 0.1, -0.4], [0.0, -0.1, -0.2], [-0.1, 0.2, 0.1], [0.1, -0.2, 0.3]],
  "mulliken_charge": [1.3969, -0.6936, -0.4092, -0.5516, -0.6009, -0.5696, -0.4290, -0.8621, -0.5357, -0.3203, -0.5534, -0.3140, -0.6790, -0.3620, -0.5056, -0.3672, -0.3033, 0.6430, -0.2015, -0.1344, -0.0700, 1.1204, 0.4258, 0.6338, -0.3252, -0.3444, -0.5002, -1.1413, -0.2087, -1.3811, 0.1712, 0.0144, 0.4124, 0.2467, 0.2507, 0.2996, 0.1114, 0.2854, 0.2900, 0.3799, -0.2120, 0.0432, 0.2473, 0.2003, 0.2409, 0.3425, 0.3053, 0.2923, 0.1315, 0.3937, -0.2441, 0.2821, 0.3282, 0.3574, 0.1198, 0.0197, -0.0428, 0.2732, 0.2751, 0.2790, 0.2796, 0.2659, 0.1903, 0.3129],
  "e_homo_ev": -7.5,
  "orbital_gap_ev": 10.1,
  "total_charge": -1
}

***

No. 2
{
  "formula": "C13H34N2O6P2PtSe",
  "method": "ωB97M-V with the def2-TZVPD basis set",
  "species": ["Pt", "Se", "P", "P", "O", "O", "O", "O", "O", "O", "N", "N", "C", "C", "C", "C", "C", "C", "C", "C", "C", "C", "C", "C", "C", "H", "H", "H", "H", "H", "H", "H", "H", "H", "H", "H", "H", "H", "H", "H", "H", "H", "H", "H", "H", "H", "H", "H", "H", "H", "H", "H", "H", "H", "H", "H", "H", "H", "H"],
  "xyz": [[2.4133, 0.6325, -1.5554], [4.6288, -0.0805, -2.0943], [0.3605, -1.4814, -1.0391], [1.1191, 0.3942, 1.2148], [1.7872, -1.5087, -1.5257], [-0.4168, -0.2741, -1.7086], [2.5218, 0.3971, 0.6487], [-0.3648, -2.7959, -1.3839], [0.3278, 1.6097, 0.6209], [1.0206, 0.5728, 2.7417], [1.4307, 3.5548, -1.5781], [2.5885, 2.7237, -1.3554], [-0.5619, 3.3749, 2.0339], [-1.8952, 2.4085, 0.1089], [0.4816, -1.1437, 4.3752], [1.6130, -0.3681, 3.7525], [-1.9956, -0.0958, -3.5256], [-1.7526, -3.1890, -0.9966], [-1.6764, -4.0427, 0.2448], [-0.9296, 2.1498, 1.2379], [0.3375, 0.8141, -3.7526], [-0.5386, -0.2865, -3.1896], [2.3811, 0.4918, 4.7215], [-2.3241, -3.9082, -2.1907], [0.2533, -1.1107, 0.7220], [-1.7610, -4.8208, -2.3873], [-1.9913, 1.5377, -0.5389], [-2.6806, -4.3692, 0.5159], [1.2782, 3.6208, -2.5762], [3.3501, 3.1463, -1.8776], [-0.1876, -1.2551, -3.5496], [-2.3011, -3.2847, -3.0839], [-1.4622, 3.7873, 2.4914], [-2.6010, -0.8965, -3.1029], [-0.0552, 1.7991, -3.5019], [-2.8765, 2.6380, 0.5248], [2.2991, -1.0247, 3.2111], [1.3883, 0.7521, -3.3665], [-3.3605, -4.1781, -1.9876], [0.4284, 0.7254, -4.8349], [-0.7916, -1.0503, 1.0363], [-1.3192, 1.3714, 1.8972], [0.6463, 3.0894, -1.1397], [-0.0534, -1.7596, 3.6503], [3.1602, 1.0605, 4.2158], [-0.2276, -0.4649, 4.8502], [-1.0674, -4.9270, 0.0564], [2.8267, 2.8475, -0.3720], [0.7339, -1.9481, 1.2396], [-0.1342, 4.1400, 1.3830], [0.1467, 3.1409, 2.8260], [2.8536, -0.1452, 5.4690], [-1.2612, -3.5062, 1.0985], [-2.3594, 0.8591, -3.1437], [1.7092, 1.1826, 5.2321], [-1.5866, 3.2725, -0.4852], [-2.3064, -2.2637, -0.8100], [0.8832, -1.8073, 5.1407], [-2.1293, -0.1077, -4.6078]],
  "forces_ev_per_angstrom": [[0.1, -0.6, 0.1], [0.3, -0.1, 0.0], [0.0, 0.2, -0.2], [0.1, 0.4, -0.1], [-0.2, 0.2, 0.0], [-0.1, 0.0, -0.1], [-0.2, 0.1, 0.1], [0.2, -0.2, 0.2], [0.0, 0.0, 0.0], [0.1, -0.3, 0.2], [0.1, 0.2, 0.1], [-0.1, 0.3, 0.2], [0.0, 0.1, 0.0], [0.0, 0.0, 0.0], [-0.1, 0.0, 0.0], [0.1, 0.1, 0.0], [-0.1, 0.0, 0.0], [0.0, 0.1, 0.0], [0.0, -0.1, 0.0], [0.0, -0.1, 0.0], [0.1, 0.0, 0.1], [0.1, 0.0, 0.0], [0.0, 0.0, 0.0], [0.0, -0.1, 0.0], [0.1, -0.1, 0.0], [0.0, 0.0, 0.0], [0.0, 0.0, 0.0], [0.0, 0.0, 0.0], [-0.1, 0.0, -0.1], [0.1, 0.0, 0.0], [0.0, 0.0, 0.1], [0.0, 0.0, 0.0], [0.0, 0.0, 0.0], [0.0, 0.0, 0.0], [0.0, 0.0, 0.0], [0.0, 0.0, 0.0], [0.0, 0.0, 0.0], [-0.2, -0.1, -0.3], [0.0, 0.0, 0.0], [-0.1, 0.0, 0.0], [0.0, 0.0, 0.0], [0.0, 0.0, 0.0], [-0.1, -0.1, 0.0], [0.0, 0.0, 0.0], [0.0, 0.0, 0.0], [0.0, 0.0, 0.0], [0.0, 0.0, 0.0], [0.1, 0.1, 0.0], [-0.1, 0.0, 0.0], [0.0, 0.0, 0.0], [0.0, 0.0, 0.0], [0.0, 0.0, 0.0], [0.0, 0.0, 0.0], [0.0, 0.0, 0.0], [0.0, 0.0, 0.0], [0.0, 0.0, 0.0], [0.1, 0.0, 0.0], [0.0, 0.0, 0.0], [0.0, 0.0, 0.0]],
  "mulliken_charge": [1.8890, 0.1693, -0.0878, -0.5516, -0.9562, -0.0029, -1.1801, -0.2876, 0.2090, -0.0129, -0.5169, -0.4292, -1.4690, -1.2876, -1.1797, 0.5636, -1.5258, 0.8415, -1.2883, 0.5714, -1.0486, 0.5020, -1.4650, -1.4994, -0.1159, 0.3659, 0.1686, 0.4339, 0.3128, 0.3631, 0.4845, 0.3465, 0.4686, 0.3291, 0.2483, 0.4662, 0.4046, 0.1550, 0.4203, 0.4467, 0.5864, 0.5233, 0.0897, 0.2035, 0.3620, 0.2971, 0.3449, 0.3100, 0.5633, 0.2877, 0.3282, 0.4588, 0.2101, 0.3295, 0.3179, 0.3668, 0.2600, 0.4614, 0.4441],
  "multiplicity": 5,
  "e_above_lowest_kcal_mol": 1.1,
  "e_homo_ev": [-14.6, -16.3],
  "orbital_gap_ev": [9.4, 7.4],
  "total_charge": 2
}

***

No. 3
{
  "formula": "C13H34N4O5P2Se2TeW",
  "method": "ωB97M-V with the def2-TZVPD basis set",
  "species": ["W", "Te", "Se", "Se", "P", "P", "O", "O", "O", "O", "O", "N", "N", "N", "N", "C", "C", "C", "C", "C", "C", "C", "C", "C", "C", "C", "C", "C", "H", "H", "H", "H", "H", "H", "H", "H", "H", "H", "H", "H", "H", "H", "H", "H", "H", "H", "H", "H", "H", "H", "H", "H", "H", "H", "H", "H", "H", "H", "H", "H", "H", "H"],
  "xyz": [[0.4667, -0.8794, -0.2607], [-0.2762, 1.2603, 1.0455], [0.2528, -1.3931, 2.2634], [2.5340, -1.1846, -1.3911], [-0.6444, -0.2849, -2.5162], [-1.2305, -2.9100, 0.3561], [2.9097, -2.1334, 1.3332], [0.2716, 0.5575, -1.6507], [-0.3271, -1.7151, -2.1317], [-1.3070, -1.3749, -0.0187], [3.2569, 1.6273, 4.3270], [-0.4184, 0.0874, -4.1338], [0.4693, -3.3961, -0.1064], [-2.1912, 0.1677, -2.0747], [-2.3456, -3.5280, -0.8423], [1.5267, -0.4252, 3.5194], [-3.3172, -0.7307, -2.2223], [-3.6089, -3.6436, -0.1193], [0.9563, 0.0084, -4.5928], [-1.3562, -0.4592, -5.0905], [0.9301, -4.2808, 1.0021], [3.8300, 0.4251, 3.8901], [0.9273, -4.0334, -1.3599], [-2.1182, -4.7014, -1.6648], [2.7596, 0.5821, 1.6063], [2.8955, -0.2542, 2.8564], [-2.5036, 1.5661, -2.3243], [3.4780, -1.6409, 2.5323], [1.2499, -1.0156, -4.8379], [1.3072, -5.2234, 0.6107], [0.1162, -4.5042, 1.6954], [-1.5934, 2.1558, -2.2206], [1.7361, -3.8032, 1.5563], [3.5931, -2.1287, 0.6474], [-2.9131, 1.7159, -3.3280], [1.6162, 0.3770, -3.8115], [-3.2224, 1.9096, -1.5769], [0.6079, -5.0781, -1.4243], [3.8564, 2.0631, 4.9409], [-4.4372, -3.6383, -0.8280], [2.0211, -4.0030, -1.3701], [1.5659, -1.0530, 4.4140], [1.0699, 0.6357, -5.4762], [-3.8601, -0.5693, -3.1599], [4.5657, -1.5896, 2.4610], [-3.7182, -2.7882, 0.5469], [3.9770, -0.2676, 4.7347], [1.0985, 0.5534, 3.7565], [-1.8302, -5.5888, -1.0867], [3.2052, -2.3466, 3.3234], [-2.3723, -0.2826, -4.7488], [-3.0499, -4.9271, -2.1896], [-3.6556, -4.5560, 0.4861], [4.8069, 0.6010, 3.4169], [3.4352, 0.3408, 0.7913], [-3.9989, -0.5632, -1.3859], [0.5696, -3.5041, -2.2411], [2.7309, 1.6417, 1.8274], [-2.9581, -1.7583, -2.1875], [-1.2213, -1.5352, -5.2505], [-1.3665, -4.4805, -2.4175], [-1.2110, 0.0539, -6.0434]],
  "forces_ev_per_angstrom": [[5.4, -0.3, 0.1], [0.1, 1.0, 0.6], [0.3, 1.0, 2.0], [0.0, -0.1, 0.4], [-2.3, 0.8, -2.5], [-1.2, -3.2, -0.4], [1.2, -0.4, 0.3], [-0.2, 1.8, -0.6], [-0.1, 0.2, -0.6], [-2.0, -0.8, 0.5], [-0.2, 0.5, 0.2], [0.1, -0.2, 1.1], [-1.4, 0.0, 0.1], [0.6, -0.2, -1.2], [0.3, -0.1, 0.5], [-0.3, -0.1, -0.9], [0.1, -0.2, 0.1], [-0.1, 0.0, 0.0], [0.3, 0.1, 0.0], [-0.3, 0.0, -0.1], [0.2, 0.2, 0.5], [0.2, -0.6, -0.4], [0.1, 0.2, -0.6], [0.1, 0.2, -0.1], [1.3, 0.2, 0.6], [-0.2, -0.1, 0.3], [0.1, 0.1, 0.2], [-0.3, 0.1, 0.1], [0.0, -0.1, 0.0], [-0.1, 0.0, -0.2], [0.1, 0.0, -0.1], [-0.1, 0.1, 0.0], [-0.1, 0.0, -0.1], [-0.3, 0.1, -0.1], [-0.1, 0.1, 0.0], [0.1, 0.0, 0.0], [0.0, 0.0, -0.1], [0.0, 0.1, 0.2], [-0.1, -0.1, -0.1], [-0.1, 0.0, 0.0], [-0.1, 0.0, 0.0], [0.0, 0.0, -0.1], [0.0, 0.0, -0.1], [-0.1, 0.1, 0.0], [0.1, 0.0, 0.0], [-0.2, 0.0, 0.1], [0.0, 0.0, -0.1], [-0.1, -0.3, -0.1], [0.0, -0.1, -0.1], [0.2, 0.1, 0.2], [-0.1, 0.0, -0.1], [0.0, -0.1, 0.0], [-0.1, 0.0, 0.0], [-0.1, 0.0, 0.0], [-0.3, 0.0, 0.0], [-0.1, -0.1, 0.0], [0.2, -0.1, 0.3], [-0.4, 0.1, -0.2], [-0.1, 0.0, 0.1], [0.0, 0.0, 0.0], [0.0, -0.1, 0.0], [-0.1, 0.0, 0.0]],
  "mulliken_charge": [-0.3085, -0.2903, -0.1962, -0.5423, 1.0804, -0.4948, -0.0366, -0.6494, -0.1419, 0.2175, -0.5228, 0.1308, 0.8422, 0.8323, 0.8626, -1.5494, -1.1286, -1.4068, -0.9766, -0.9744, -1.2923, -1.2365, -1.4765, -1.1417, -1.7504, 2.8643, -1.0831, -1.3782, 0.2989, 0.4719, 0.4518, 0.3539, 0.0522, 0.1000, 0.2468, 0.2453, 0.3305, 0.4579, 0.3318, 0.3450, 0.4796, 0.5999, 0.4104, 0.3965, 0.4887, 0.4410, 0.4081, 0.4721, 0.2800, 0.2025, 0.2505, 0.3935, 0.3728, 0.4286, 0.2819, 0.2368, 0.2315, 0.4645, 0.3144, 0.2773, 0.2621, 0.3685],
  "multiplicity": 3,
  "e_above_lowest_kcal_mol": 129.0,
  "e_homo_ev": [-6.6, -6.9],
  "orbital_gap_ev": [6.1, 6.0]
}

***

No. 4
{
  "formula": "C13H34O7",
  "method": "ωB97M-V with the def2-TZVPD basis set",
  "species": ["O", "O", "O", "O", "O", "O", "O", "C", "C", "C", "C", "C", "C", "C", "C", "C", "C", "C", "C", "C", "H", "H", "H", "H", "H", "H", "H", "H", "H", "H", "H", "H", "H", "H", "H", "H", "H", "H", "H", "H", "H", "H", "H", "H", "H", "H", "H", "H", "H", "H", "H", "H", "H", "H"],
  "xyz": [[17.2409, 5.4594, 11.2160], [22.4764, 9.1151, 12.8161], [22.7089, 6.2350, 12.9375], [18.2531, 10.3441, 14.3293], [23.9752, 4.1747, 11.3567], [24.7787, 4.3013, 18.0386], [22.8910, 1.3325, 14.2375], [18.2014, 7.9404, 14.3349], [21.7801, 5.8868, 13.9639], [21.8893, 1.9437, 14.5723], [18.5878, 5.5768, 11.6974], [20.6541, 2.0313, 13.7243], [22.8584, 5.7483, 18.1195], [24.8702, 3.5030, 12.2398], [17.7834, 9.3308, 12.2079], [24.1109, 5.1633, 17.4520], [24.6214, 5.6929, 16.1073], [18.1036, 9.2846, 13.6810], [21.8155, 2.6523, 15.9358], [23.3180, 9.8231, 13.6371], [20.8547, 1.5649, 12.7597], [24.0839, 9.1098, 13.9415], [18.2387, 7.1077, 13.6325], [19.8898, 1.5401, 14.3265], [20.8094, 6.3098, 13.7053], [24.3315, 5.0460, 15.2793], [22.8599, 2.8246, 16.1959], [22.8068, 10.3139, 14.4653], [22.9498, 5.6767, 19.2033], [23.8342, 10.6315, 13.1193], [17.3413, 7.7754, 14.9838], [21.4243, 1.9919, 16.7097], [24.1713, 6.6739, 15.9553], [18.6084, 5.2015, 12.7205], [19.3315, 4.9440, 11.2130], [20.2998, 3.0536, 13.5919], [25.6964, 5.7658, 16.2719], [17.1842, 10.2044, 11.9511], [21.6348, 4.8178, 14.1195], [18.8643, 6.6230, 11.5667], [19.1576, 7.8052, 14.8404], [17.1321, 8.4729, 12.0412], [25.8152, 4.0392, 12.1523], [25.1106, 2.5022, 11.8809], [21.2300, 3.5717, 15.9349], [22.5937, 6.7674, 17.8375], [23.5675, 4.8785, 11.8667], [18.6564, 9.1820, 11.5723], [24.4841, 3.4981, 13.2591], [22.0797, 9.7896, 12.2598], [21.9960, 5.1080, 17.9340], [22.1695, 6.2166, 14.9271], [16.6439, 5.8031, 11.8845], [22.7392, 7.1864, 12.8132]],
  "forces_ev_per_angstrom": [[0.7, -0.6, -0.5], [-1.3, -0.3, -1.1], [0.1, -1.5, 0.5], [-0.3, -2.8, -1.3], [-0.2, -0.8, 0.1], [-1.5, 1.6, -1.1], [-1.1, 0.8, 0.6], [0.4, -0.9, -0.2], [0.2, 0.6, -0.4], [0.7, -0.1, -0.2], [-0.8, 0.0, 0.2], [0.4, -0.1, 0.1], [-0.1, -0.5, 0.8], [0.4, 0.8, -1.0], [-0.9, -0.7, 0.4], [0.2, -0.7, 0.8], [0.1, 0.3, 0.8], [0.6, 3.3, 1.0], [0.7, -0.3, -0.2], [1.6, 0.7, 1.0], [-0.3, -0.1, 0.2], [0.1, 0.2, 0.6], [-0.4, 0.3, -0.3], [-0.3, -0.3, -0.4], [-0.1, 0.1, 0.5], [0.2, -0.3, 0.1], [0.1, 0.2, 0.2], [-0.1, -0.3, 0.4], [0.3, 0.1, 0.0], [0.1, 0.0, -0.2], [0.2, 0.1, 0.3], [-0.2, -0.1, -0.1], [0.1, -0.1, 0.1], [0.2, 0.5, 0.4], [-0.6, 0.0, -0.8], [0.2, 0.1, 0.0], [0.1, -0.1, -0.6], [0.5, 0.2, 0.0], [0.4, -0.2, -0.8], [0.5, 0.0, 0.4], [-0.2, 0.5, 0.6], [0.0, -0.2, -0.4], [0.3, 0.1, 0.6], [-0.6, -0.1, 0.1], [0.0, 0.0, -0.1], [0.5, -0.1, -0.4], [-0.2, 0.3, -0.1], [0.1, 0.2, 0.1], [0.1, -0.3, 0.1], [-0.5, -0.4, -0.4], [0.1, -0.3, -0.6], [-0.4, 0.5, 0.3], [0.1, 0.0, 0.1], [-0.3, 0.6, 0.0]],
  "mulliken_charge": [-0.5838, -0.4787, -0.4791, -0.5878, -0.5218, -0.1273, -0.5538, -0.3804, 0.1657, 0.6972, -0.5030, -0.7783, -0.9951, -0.3280, -0.9282, 0.9236, -0.5556, 0.7361, -0.8171, -0.5774, 0.3063, 0.1866, -0.2021, 0.3984, 0.0794, 0.0827, 0.0656, 0.2468, 0.4122, 0.3412, 0.3723, 0.4938, 0.2195, 0.1637, 0.4122, -0.0218, 0.4463, 0.3461, -0.1907, 0.1835, 0.1674, 0.2812, 0.2617, 0.2623, 0.2849, 0.3609, 0.3823, 0.2054, -0.0551, 0.2733, 0.2722, 0.0858, 0.3176, 0.2307],
  "multiplicity": 2,
  "e_homo_ev": [-11.9, -11.9],
  "orbital_gap_ev": [6.1, 2.5],
  "total_charge": 1
}